Formula: C4H9NO2
Source: the Open Molecules 2025 dataset
Level of theory: ωB97M-V/def2-TZVPD

Output
LUMO energy ... 0.92 eV
ΔE to the lowest compared entry with this formula, charge and spin ... 241.66 kJ/mol
Net charge ... 0
Energy ... -362.99349 hartree

Structure (XYZ):
```
16
Properties=species:S:1:pos:R:3:forces:R:3
C 1.25302 -1.43620 -1.62656 0.4 -0.3 -0.5
N 0.44536 -0.51939 -0.90076 -1.0 -0.5 1.9
C -0.73280 -0.85350 -0.56265 0.6 -0.2 -0.1
O -1.29134 -0.52642 0.57807 -0.8 0.7 -0.2
C -0.61629 0.29805 1.53294 -0.1 0.1 0.1
C -0.16590 1.66519 1.02208 -0.4 0.0 0.3
O 1.13218 1.71439 0.51167 0.1 -0.1 -0.2
H 1.77418 -0.78050 -2.30205 0.7 -0.6 -0.9
H 1.99577 -1.95307 -0.95838 -0.7 0.7 -0.5
H 0.67018 -2.23610 -2.11144 0.2 0.3 -0.3
H -1.48492 -1.44950 -1.08966 0.6 -0.5 -0.4
H -1.44295 0.39592 2.23144 0.3 0.4 0.5
H 0.22006 -0.24632 1.98831 -0.1 0.1 -0.2
H -0.92636 2.02993 0.30589 0.2 -0.1 0.1
H -0.18167 2.33136 1.88692 -0.1 0.1 0.0
H 1.16169 1.00194 -0.16017 0.0 0.0 0.2
```
Forces are in eV/Å.

Atomic partial charges in e from the Mulliken method, atoms 1 to 4: atom 1 (C): -0.9186, atom 2 (N): -0.3789, atom 3 (C): 0.0392, atom 4 (O): -0.3208